{"formula": "C3H12O3", "method": "ωB97M-V/def2-TZVPD", "symbols": ["C", "C", "C", "O", "H", "H", "H", "H", "H", "H", "H", "H", "O", "H", "H", "O", "H", "H"], "coordinates": [[-0.08, 0.75, -0.83], [0.44, 0.13, 0.43], [-0.47, -0.94, 1.00], [1.77, -0.48, 0.23], [-0.91, 1.43, -0.61], [0.66, 1.36, -1.37], [-0.46, 0.04, -1.57], [0.76, 0.89, 1.15], [-1.38, -0.49, 1.37], [-0.75, -1.57, 0.15], [0.12, -1.54, 1.69], [2.03, -0.35, -0.70], [-4.55, -0.72, -0.45], [-5.50, -0.59, -0.30], [-4.37, -1.64, -0.57], [4.57, 1.17, -0.03], [4.31, 1.96, 0.45], [3.82, 0.57, -0.04]], "fmax_ev_per_a": 1.7, "e_above_lowest_kj_mol": 29.3, "total_energy_ha": -347.1974, "e_lumo_ev": 0.7002, "orbital_gap_ev": 11.1, "multiplicity": 1}

***

{"formula": "H24O12", "method": "ωB97M-V/def2-TZVPD", "symbols": ["O", "H", "H", "O", "H", "H", "O", "H", "H", "O", "H", "H", "O", "H", "H", "O", "H", "H", "O", "H", "H", "O", "H", "H", "O", "H", "H", "O", "H", "H", "O", "H", "H", "O", "H", "H"], "coordinates": [[2.82, -2.97, -1.65], [2.62, -2.01, -1.51], [1.97, -3.27, -1.88], [1.28, -0.08, -3.09], [1.24, -0.45, -3.98], [0.49, -0.41, -2.62], [-0.85, 1.82, 3.18], [-1.15, 1.55, 2.30], [-0.60, 2.75, 3.18], [0.90, 2.69, -1.99], [0.77, 2.59, -2.94], [0.26, 2.08, -1.65], [3.19, 0.01, -1.07], [2.87, 0.49, -0.27], [2.52, 0.11, -1.73], [1.97, 1.95, 0.96], [1.99, 2.75, 1.44], [1.05, 1.82, 0.87], [-2.98, 0.41, 1.35], [-3.34, 0.30, 0.48], [-3.63, 0.97, 1.72], [-1.88, -1.74, 2.53], [-2.21, -0.96, 2.11], [-2.61, -2.09, 3.00], [1.46, -1.48, 1.01], [1.25, -0.93, 1.80], [1.31, -2.40, 1.34], [-2.22, -2.95, -0.43], [-2.26, -3.43, -1.21], [-1.98, -2.03, -0.58], [-0.87, 2.07, 0.18], [-1.51, 1.77, -0.44], [-1.24, 2.89, 0.47], [-0.32, -0.69, -0.68], [-0.66, 0.00, -0.06], [0.38, -1.14, -0.15]], "fmax_ev_per_a": 2.6, "e_above_lowest_kj_mol": 223.3, "total_energy_ha": -917.2403, "e_lumo_ev": -0.7593, "orbital_gap_ev": 9.2, "multiplicity": 1}

***

{"formula": "C3H6O3S", "method": "ωB97M-V/def2-TZVPD", "symbols": ["C", "C", "C", "O", "O", "O", "S", "H", "H", "H", "H", "H", "H"], "coordinates": [[-2.13, -0.95, -0.01], [0.93, 0.97, 1.09], [1.23, -0.10, -0.07], [-2.21, -0.75, 1.14], [-0.67, 1.03, -1.89], [-0.11, -1.39, -2.01], [-0.30, -0.18, -1.19], [-2.76, -1.36, -0.71], [0.15, 0.58, 1.67], [1.83, 1.11, 1.71], [0.67, 1.84, 0.67], [1.30, -1.07, 0.29], [2.07, 0.29, -0.68]], "fmax_ev_per_a": 5.6, "e_above_lowest_kj_mol": 191.9, "total_energy_ha": -741.7092, "e_lumo_ev": -0.0499, "orbital_gap_ev": 9.0, "multiplicity": 1}

***

{"formula": "C18H20Cl2O4", "method": "ωB97M-V/def2-TZVPD", "symbols": ["C", "C", "O", "C", "C", "C", "C", "C", "C", "O", "C", "C", "O", "C", "C", "O", "C", "C", "Cl", "C", "C", "C", "C", "Cl", "H", "H", "H", "H", "H", "H", "H", "H", "H", "H", "H", "H", "H", "H", "H", "H", "H", "H", "H", "H"], "coordinates": [[-0.55, -1.54, -3.89], [-0.90, -0.48, -2.85], [0.15, -0.26, -1.92], [0.50, -1.27, -1.07], [-0.33, -2.29, -0.64], [0.11, -3.23, 0.28], [1.40, -3.16, 0.77], [2.25, -2.16, 0.34], [1.82, -1.21, -0.57], [2.57, -0.19, -1.09], [3.78, 0.24, -0.50], [3.68, 1.74, -0.17], [3.28, 2.02, 1.16], [2.09, 1.43, 1.61], [0.83, 1.84, 0.83], [-0.24, 1.22, 1.52], [-1.36, 0.82, 0.88], [-2.01, 1.44, -0.18], [-1.42, 2.91, -0.88], [-3.19, 0.93, -0.70], [-3.76, -0.21, -0.17], [-3.15, -0.85, 0.89], [-1.96, -0.34, 1.40], [-1.18, -1.14, 2.70], [0.37, -1.27, -4.40], [-0.41, -2.51, -3.41], [-1.35, -1.62, -4.62], [-1.83, -0.74, -2.33], [-1.03, 0.49, -3.33], [-1.35, -2.35, -1.01], [-0.56, -4.01, 0.61], [1.75, -3.89, 1.48], [3.27, -2.14, 0.71], [4.57, 0.10, -1.25], [4.04, -0.31, 0.40], [4.67, 2.21, -0.25], [3.00, 2.21, -0.89], [2.15, 0.34, 1.61], [1.98, 1.77, 2.64], [0.88, 1.49, -0.20], [0.72, 2.93, 0.84], [-3.67, 1.45, -1.52], [-4.68, -0.60, -0.58], [-3.57, -1.74, 1.33]], "fmax_ev_per_a": 0.8, "e_above_lowest_kj_mol": 3.6, "total_energy_ha": -1919.1984, "e_lumo_ev": 0.7408, "orbital_gap_ev": 8.9, "multiplicity": 1}

***

{"formula": "C17H21N3O4", "method": "ωB97M-V/def2-TZVPD", "symbols": ["C", "O", "C", "C", "C", "C", "C", "C", "N", "O", "C", "C", "C", "C", "O", "N", "C", "C", "C", "C", "C", "O", "N", "C", "H", "H", "H", "H", "H", "H", "H", "H", "H", "H", "H", "H", "H", "H", "H", "H", "H", "H", "H", "H", "H"], "coordinates": [[-4.19, -2.89, 0.68], [-3.04, -2.12, 0.44], [-3.18, -0.79, 0.19], [-4.40, -0.12, 0.11], [-4.42, 1.25, -0.16], [-3.25, 1.95, -0.34], [-2.03, 1.29, -0.27], [-0.79, 2.01, -0.45], [-0.69, 3.31, -0.48], [0.64, 3.57, -0.64], [1.25, 2.38, -0.70], [2.73, 2.31, -0.81], [3.34, 2.14, 0.59], [2.62, 0.99, 1.30], [1.83, 1.18, 2.21], [2.95, -0.23, 0.84], [2.13, -1.39, 1.08], [1.51, -1.85, -0.25], [0.60, -3.07, -0.10], [1.57, -4.22, -0.34], [2.51, -3.63, -1.38], [2.56, -2.23, -1.14], [0.43, 1.39, -0.60], [-2.00, -0.08, 0.00], [-4.74, -2.52, 1.55], [-3.83, -3.90, 0.88], [-4.85, -2.90, -0.19], [-5.33, -0.64, 0.25], [-5.37, 1.75, -0.22], [-3.26, 3.01, -0.55], [2.98, 1.46, -1.45], [3.10, 3.23, -1.27], [3.19, 3.05, 1.17], [4.41, 1.93, 0.51], [3.54, -0.31, 0.03], [2.74, -2.19, 1.51], [1.36, -1.10, 1.79], [1.00, -0.98, -0.69], [-0.18, -3.05, -0.86], [0.12, -3.10, 0.88], [2.11, -4.46, 0.58], [1.07, -5.12, -0.70], [2.12, -3.80, -2.40], [3.52, -4.03, -1.33], [-1.06, -0.59, 0.07]], "fmax_ev_per_a": 1.3, "e_above_lowest_kj_mol": 309.9, "total_energy_ha": -1125.6145, "e_lumo_ev": 0.7271, "orbital_gap_ev": 9.4, "multiplicity": 1}

***

{"formula": "C28H81AsF6N7O9", "method": "ωB97M-V/def2-TZVPD", "symbols": ["As", "F", "F", "F", "F", "F", "F", "O", "H", "H", "O", "H", "H", "C", "C", "C", "O", "C", "N", "H", "H", "H", "H", "H", "H", "H", "H", "H", "H", "H", "C", "C", "C", "O", "C", "N", "H", "H", "H", "H", "H", "H", "H", "H", "H", "H", "H", "C", "C", "C", "O", "C", "N", "H", "H", "H", "H", "H", "H", "H", "H", "H", "H", "H", "C", "C", "C", "O", "C", "N", "H", "H", "H", "H", "H", "H", "H", "H", "H", "H", "H", "C", "C", "C", "O", "C", "N", "H", "H", "H", "H", "H", "H", "H", "H", "H", "H", "H", "C", "C", "C", "O", "C", "N", "H", "H", "H", "H", "H", "H", "H", "H", "H", "H", "H", "C", "C", "C", "O", "C", "N", "H", "H", "H", "H", "H", "H", "H", "H", "H", "H", "H"], "coordinates": [[0.65, 0.81, -0.57], [2.30, 0.04, -0.58], [0.38, 0.01, -2.15], [-0.98, 1.59, -0.57], [1.00, 1.52, 1.01], [1.30, 2.24, -1.36], [-0.12, -0.53, 0.38], [4.93, -0.43, -0.05], [4.03, -0.18, 0.15], [4.89, -0.86, -0.90], [-1.88, 4.11, -0.44], [-1.46, 3.25, -0.42], [-1.83, 4.42, 0.46], [-4.94, 0.36, -3.96], [-4.61, 0.97, -2.57], [-4.51, -0.18, -1.52], [-4.22, 0.30, -0.24], [-3.78, -0.83, 0.50], [-3.30, 1.53, -2.67], [-5.97, 0.01, -3.91], [-4.25, -0.42, -4.29], [-4.89, 1.15, -4.71], [-5.32, 1.70, -2.16], [-3.80, -0.94, -1.86], [-5.44, -0.76, -1.49], [-3.59, -0.49, 1.52], [-2.80, -1.23, 0.23], [-4.54, -1.60, 0.68], [-2.87, 1.48, -1.76], [-2.66, 0.94, -3.20], [2.41, -2.18, 1.86], [3.29, -2.61, 3.05], [2.47, -3.20, 4.21], [1.74, -4.31, 3.71], [0.77, -4.67, 4.68], [4.27, -3.60, 2.60], [3.00, -1.55, 1.19], [1.64, -1.51, 2.23], [1.96, -3.02, 1.32], [3.88, -1.77, 3.42], [1.83, -2.44, 4.65], [3.13, -3.58, 4.99], [0.00, -3.93, 4.92], [1.12, -5.04, 5.64], [0.15, -5.47, 4.26], [4.79, -3.93, 3.40], [3.65, -4.40, 2.46], [2.87, 4.84, 1.43], [1.74, 5.70, 0.76], [2.08, 7.19, 0.89], [1.23, 8.02, 0.17], [1.52, 9.41, 0.20], [1.76, 5.27, -0.66], [2.50, 3.82, 1.36], [3.15, 5.13, 2.44], [3.80, 4.85, 0.86], [0.75, 5.45, 1.12], [3.11, 7.34, 0.55], [2.04, 7.50, 1.94], [2.45, 9.59, -0.35], [1.65, 9.81, 1.21], [0.77, 10.04, -0.28], [2.62, 5.50, -1.14], [1.68, 4.28, -0.82], [3.58, -3.12, -1.72], [3.98, -2.39, -3.04], [2.87, -1.37, -3.44], [3.16, -0.82, -4.72], [2.23, 0.19, -5.08], [5.26, -1.71, -2.79], [3.44, -2.43, -0.89], [4.27, -3.91, -1.43], [2.64, -3.64, -1.93], [4.05, -3.11, -3.86], [2.88, -0.57, -2.70], [1.92, -1.90, -3.36], [2.66, 0.72, -5.93], [1.90, 0.88, -4.31], [1.28, -0.26, -5.38], [5.78, -1.51, -3.63], [5.93, -2.33, -2.35], [-4.25, -2.73, 6.22], [-4.30, -2.99, 4.69], [-2.84, -3.05, 4.01], [-2.87, -2.82, 2.58], [-1.59, -2.98, 1.95], [-5.04, -4.21, 4.66], [-3.44, -3.30, 6.68], [-5.11, -2.95, 6.85], [-3.96, -1.71, 6.46], [-4.91, -2.21, 4.23], [-2.36, -4.01, 4.21], [-2.14, -2.40, 4.53], [-0.81, -2.30, 2.28], [-1.71, -2.75, 0.89], [-1.23, -4.01, 2.05], [-4.98, -4.63, 3.74], [-4.56, -4.86, 5.27], [-2.06, 1.23, 3.19], [-0.89, 1.80, 4.00], [0.10, 0.83, 4.65], [1.12, 1.43, 5.42], [2.14, 0.39, 5.78], [-0.22, 2.76, 3.23], [-1.71, 0.67, 2.32], [-2.81, 1.92, 2.81], [-2.65, 0.57, 3.83], [-1.27, 2.38, 4.85], [0.59, 0.43, 3.76], [-0.41, 0.05, 5.22], [1.72, -0.42, 6.38], [2.98, 0.90, 6.26], [2.57, -0.11, 4.91], [0.26, 2.28, 2.48], [0.56, 3.13, 3.77], [-0.35, 0.70, -7.96], [-0.89, -0.75, -7.90], [-1.97, -0.91, -6.86], [-1.50, -0.55, -5.52], [-1.24, -1.64, -4.62], [-1.43, -1.00, -9.24], [-1.19, 1.39, -8.02], [0.33, 0.85, -8.80], [0.16, 0.92, -7.02], [-0.03, -1.37, -7.62], [-2.42, -1.91, -6.88], [-2.78, -0.23, -7.11], [-0.33, -2.16, -4.93], [-1.96, -2.45, -4.51], [-1.03, -1.27, -3.62], [-2.02, -1.81, -9.12], [-0.60, -1.36, -9.68]], "fmax_ev_per_a": 3.0, "total_energy_ha": -5010.8563, "e_lumo_ev": 2.0788, "charge": -1, "orbital_gap_ev": 8.1, "multiplicity": 1}